{"formula": "C46H52BrMnN4O2SSeSiTe", "method": "ωB97M-V/def2-TZVPD", "species": ["Mn", "C", "C", "C", "C", "C", "C", "C", "Br", "C", "O", "C", "C", "C", "C", "C", "C", "H", "H", "H", "H", "H", "H", "H", "H", "H", "H", "H", "H", "H", "H", "H", "H", "H", "H", "H", "H", "S", "C", "N", "C", "C", "C", "C", "H", "H", "H", "H", "H", "Se", "N", "C", "C", "C", "C", "N", "C", "N", "H", "H", "H", "C", "C", "C", "C", "Si", "O", "C", "C", "C", "C", "C", "C", "C", "C", "C", "C", "C", "C", "H", "H", "H", "H", "H", "H", "H", "H", "H", "H", "H", "H", "H", "H", "H", "H", "H", "H", "H", "Te", "C", "C", "C", "C", "C", "C", "H", "H", "H", "H", "H"], "coordinates": [[-0.287, 0.921, -0.384], [-4.897, 3.496, -6.363], [-3.673, 4.199, -5.759], [-4.086, 5.596, -5.275], [-2.618, 4.350, -6.858], [-3.151, 3.449, -4.545], [-1.796, 3.307, -4.278], [-1.409, 2.696, -3.105], [0.460, 2.527, -2.645], [-2.287, 2.169, -2.141], [-1.814, 1.575, -1.080], [-3.672, 2.352, -2.412], [-4.046, 2.972, -3.586], [-4.680, 1.886, -1.378], [-4.545, 0.368, -1.213], [-4.356, 2.607, -0.064], [-6.133, 2.208, -1.741], [-5.184, 3.992, -7.288], [-5.750, 3.534, -5.692], [-4.678, 2.454, -6.584], [-4.424, 6.202, -6.112], [-3.243, 6.095, -4.802], [-4.890, 5.523, -4.548], [-3.058, 4.863, -7.710], [-2.257, 3.381, -7.194], [-1.773, 4.945, -6.522], [-1.039, 3.656, -4.961], [-5.099, 3.103, -3.759], [-3.539, 0.104, -0.890], [-4.755, -0.131, -2.158], [-5.247, 0.009, -0.464], [-3.378, 2.315, 0.310], [-5.094, 2.354, 0.691], [-4.363, 3.685, -0.214], [-6.446, 1.705, -2.653], [-6.283, 3.279, -1.851], [-6.773, 1.865, -0.930], [1.380, -1.975, 2.508], [2.243, -0.466, 2.763], [1.530, 0.667, 2.610], [2.089, 1.872, 2.798], [3.405, 1.995, 3.159], [4.168, 0.831, 3.333], [3.573, -0.404, 3.136], [0.492, 0.600, 2.277], [1.436, 2.720, 2.656], [3.837, 2.968, 3.319], [5.203, 0.892, 3.628], [4.123, -1.321, 3.273], [3.435, 0.974, -0.212], [3.767, 0.070, -1.705], [2.665, -0.575, -2.083], [2.500, -1.413, -3.192], [1.257, -2.001, -3.365], [0.209, -1.754, -2.488], [0.317, -0.934, -1.432], [1.523, -0.379, -1.241], [1.677, 0.438, -0.180], [3.322, -1.574, -3.869], [1.089, -2.665, -4.200], [-0.756, -2.227, -2.614], [-2.573, 1.127, 5.617], [-1.508, 0.596, 4.651], [-0.142, 0.980, 5.229], [-1.621, -0.932, 4.638], [-1.836, 1.270, 2.840], [-0.888, 0.643, 1.719], [-3.656, 0.794, 2.609], [-3.991, -0.457, 2.103], [-5.304, -0.894, 2.092], [-6.308, -0.086, 2.598], [-5.993, 1.166, 3.099], [-4.680, 1.600, 3.095], [-1.501, 3.160, 2.724], [-1.927, 4.121, 3.636], [-1.535, 5.445, 3.532], [-0.705, 5.852, 2.502], [-0.297, 4.927, 1.556], [-0.697, 3.608, 1.676], [-2.482, 0.621, 6.580], [-3.577, 0.949, 5.241], [-2.450, 2.193, 5.794], [-0.131, 0.819, 6.307], [0.093, 2.028, 5.047], [0.646, 0.365, 4.807], [-1.371, -1.348, 5.614], [-0.950, -1.371, 3.903], [-2.639, -1.232, 4.398], [-3.208, -1.091, 1.712], [-5.547, -1.872, 1.700], [-7.332, -0.427, 2.602], [-6.770, 1.807, 3.491], [-4.443, 2.583, 3.473], [-2.571, 3.834, 4.452], [-1.871, 6.165, 4.265], [-0.385, 6.883, 2.437], [0.336, 5.237, 0.736], [-0.358, 2.882, 0.919], [2.528, -2.811, 0.579], [4.228, -3.466, 1.721], [4.097, -4.161, 2.915], [5.221, -4.465, 3.662], [6.477, -4.085, 3.219], [6.611, -3.417, 2.013], [5.488, -3.100, 1.269], [3.115, -4.449, 3.264], [5.114, -5.005, 4.592], [7.350, -4.308, 3.812], [7.589, -3.135, 1.651], [5.586, -2.560, 0.336]], "total_charge": 0, "spin_multiplicity": 5, "largest_force_ev_per_a": 1.90, "e_homo_ev": [-6.3, -6.9], "orbital_gap_ha": [0.195, 0.215], "energy_ev": -251318.1280}

{"formula": "C5H35N2O12", "method": "ωB97M-V/def2-TZVPD", "species": ["N", "C", "C", "C", "C", "C", "N", "O", "H", "H", "H", "H", "H", "H", "H", "H", "H", "H", "H", "H", "H", "H", "H", "O", "H", "H", "O", "H", "H", "O", "H", "H", "O", "H", "H", "O", "H", "H", "O", "H", "H", "O", "H", "H", "O", "H", "H", "O", "H", "H", "O", "H", "H", "O"], "coordinates": [[1.166, 1.711, 0.729], [0.356, 0.471, 0.596], [-1.086, 0.762, 0.217], [-1.454, 1.264, -1.172], [-1.003, 0.467, -2.391], [0.342, -0.257, 1.928], [-0.242, -1.465, 1.897], [0.770, 0.252, 2.952], [1.396, 2.170, -0.156], [0.653, 2.325, 1.388], [2.002, 1.506, 1.268], [0.886, -0.159, -0.150], [-1.536, 1.424, 0.960], [-1.763, -0.069, 0.409], [-2.538, 1.418, -1.185], [-1.168, 2.315, -1.336], [-1.382, 1.064, -3.219], [-1.427, -0.530, -2.374], [0.071, 0.366, -2.446], [-0.273, -1.984, 2.751], [-0.425, -1.949, 1.025], [-0.784, -1.510, -4.731], [-0.472, -2.720, -3.676], [-0.304, -1.820, -3.953], [2.404, 0.684, -2.858], [3.773, 0.817, -3.290], [3.096, 1.361, -2.882], [-1.756, -4.279, 0.424], [-0.340, -4.951, 0.094], [-0.862, -4.143, 0.096], [3.284, 0.113, -0.997], [3.990, 0.121, 0.392], [3.517, 0.671, -0.244], [-1.449, 2.968, 2.152], [-0.893, 4.310, 1.850], [-0.598, 3.400, 2.013], [-4.496, -0.013, 1.716], [-3.438, 0.506, 2.755], [-3.562, 0.202, 1.842], [1.829, -3.452, 0.050], [3.386, -3.446, 0.077], [2.621, -3.281, -0.491], [1.811, -1.957, -1.247], [1.104, -1.450, -2.454], [1.590, -1.103, -1.696], [2.043, 3.437, -1.900], [2.803, 4.117, -0.780], [1.934, 3.747, -0.984], [-0.633, 0.964, 4.018], [-1.116, 2.350, 4.575], [-1.264, 1.688, 3.912], [-3.481, -2.339, 0.914], [-3.481, -2.918, 2.272], [-3.601, -3.173, 1.341]], "total_charge": 1, "largest_force_ev_per_a": 1.95, "e_homo_ev": -13.2, "orbital_gap_ha": 0.395, "energy_ev": -33299.2473}

{"formula": "C17H27N2O3ReS4", "method": "ωB97M-V/def2-TZVPD", "species": ["Re", "C", "O", "C", "C", "C", "C", "C", "C", "O", "C", "O", "C", "H", "H", "H", "H", "H", "H", "H", "H", "H", "C", "C", "S", "C", "C", "S", "C", "C", "S", "H", "H", "H", "H", "H", "H", "H", "H", "H", "H", "H", "H", "C", "N", "C", "N", "S", "H", "H", "H", "H", "H", "H"], "coordinates": [[-0.062, 0.219, 0.071], [3.435, -6.779, 0.227], [2.349, -5.822, 0.322], [2.596, -4.539, 0.306], [3.891, -3.975, 0.184], [4.027, -2.622, 0.154], [2.903, -1.753, 0.240], [3.007, -0.368, 0.314], [4.285, 0.397, 0.343], [1.952, 0.376, 0.384], [1.618, -2.341, 0.329], [0.478, -1.602, 0.358], [1.472, -3.699, 0.400], [2.958, -7.750, 0.199], [4.077, -6.705, 1.102], [4.005, -6.617, -0.686], [4.762, -4.610, 0.131], [5.019, -2.207, 0.055], [5.168, -0.225, 0.413], [4.276, 1.081, 1.193], [4.349, 1.006, -0.563], [0.496, -4.142, 0.561], [0.322, 3.045, 2.040], [1.377, 3.090, 0.973], [0.923, 2.429, -0.636], [-0.336, 3.538, -1.297], [-1.697, 3.363, -0.667], [-2.077, 1.589, -0.554], [-3.028, 1.512, 0.981], [-2.242, 1.935, 2.199], [-0.485, 1.402, 2.198], [-0.451, 3.796, 1.918], [0.806, 3.235, 3.000], [2.233, 2.480, 1.251], [1.735, 4.111, 0.821], [-0.359, 3.311, -2.364], [0.029, 4.561, -1.187], [-2.469, 3.793, -1.308], [-1.779, 3.824, 0.313], [-3.340, 0.477, 1.061], [-3.928, 2.115, 0.845], [-2.696, 1.475, 3.078], [-2.242, 3.009, 2.366], [-1.060, -3.736, -3.138], [-1.199, -2.992, -1.881], [-1.874, -1.880, -1.749], [-2.443, -1.295, -2.792], [-2.093, -1.183, -0.128], [-0.475, -4.629, -2.947], [-0.549, -3.133, -3.889], [-2.041, -4.037, -3.509], [-0.799, -3.377, -1.039], [-2.440, -1.718, -3.711], [-3.074, -0.525, -2.641]], "total_charge": 3, "spin_multiplicity": 2, "largest_force_ev_per_a": 1.13, "e_homo_ev": [-17.0, -17.0], "orbital_gap_ha": [0.248, 0.219], "energy_ev": -72635.5134}